Entry 1:
{
  "formula": "C38H82O12",
  "method": "ωB97M-V/def2-TZVPD",
  "symbols": ["C", "C", "C", "O", "C", "H", "H", "H", "H", "H", "H", "H", "H", "C", "C", "C", "O", "C", "H", "H", "H", "H", "H", "H", "H", "H", "C", "C", "C", "O", "C", "H", "H", "H", "H", "H", "H", "H", "H", "C", "C", "C", "O", "C", "H", "H", "H", "H", "H", "H", "H", "H", "C", "C", "C", "O", "C", "H", "H", "H", "H", "H", "H", "H", "H", "C", "C", "C", "O", "C", "H", "H", "H", "H", "H", "H", "H", "H", "C", "C", "C", "O", "C", "H", "H", "H", "H", "H", "H", "H", "H", "C", "C", "C", "O", "C", "H", "H", "H", "H", "H", "H", "H", "H", "C", "O", "C", "C", "O", "C", "H", "H", "H", "H", "H", "H", "H", "H", "H", "H", "C", "O", "H", "H", "H", "H", "C", "O", "H", "H", "H", "H"],
  "coordinates": [[2.786, 3.539, 0.534], [2.313, 4.924, 0.690], [2.563, 5.208, 2.184], [2.862, 3.950, 2.787], [2.527, 2.914, 1.896], [3.853, 3.414, 0.380], [2.274, 3.042, -0.304], [1.283, 5.087, 0.401], [2.937, 5.584, 0.088], [1.652, 5.506, 2.708], [3.399, 5.877, 2.331], [1.523, 2.515, 2.087], [3.203, 2.060, 1.979], [-2.327, 0.580, -4.062], [-2.523, 1.263, -5.408], [-1.091, 1.712, -5.771], [-0.244, 1.162, -4.791], [-1.026, 1.174, -3.580], [-2.030, -0.470, -4.135], [-3.183, 0.652, -3.403], [-3.167, 2.140, -5.378], [-2.920, 0.562, -6.139], [-0.945, 2.798, -5.639], [-0.825, 1.469, -6.794], [-1.139, 2.218, -3.194], [-0.604, 0.578, -2.783], [-3.170, 4.572, 2.901], [-2.562, 3.430, 3.809], [-1.462, 4.211, 4.619], [-1.563, 5.597, 4.276], [-2.829, 5.847, 3.644], [-4.234, 4.461, 2.693], [-2.655, 4.594, 1.927], [-2.105, 2.661, 3.195], [-3.339, 3.097, 4.489], [-0.450, 3.880, 4.486], [-1.806, 4.219, 5.660], [-2.744, 6.717, 3.000], [-3.554, 6.062, 4.457], [-0.976, -0.404, -0.431], [-0.609, 1.052, -0.050], [-0.499, 1.004, 1.507], [-1.196, -0.153, 1.972], [-1.580, -1.041, 0.861], [-0.097, -0.952, -0.785], [-1.713, -0.462, -1.238], [-1.325, 1.789, -0.408], [0.369, 1.293, -0.477], [-0.950, 1.889, 1.986], [0.529, 0.963, 1.881], [-2.678, -1.031, 0.769], [-1.214, -2.059, 1.010], [-3.948, -7.485, 0.827], [-2.587, -6.918, 1.269], [-2.966, -6.096, 2.560], [-4.345, -5.687, 2.405], [-4.961, -6.391, 1.330], [-4.164, -8.380, 1.430], [-4.092, -7.664, -0.234], [-2.174, -6.221, 0.527], [-1.849, -7.693, 1.446], [-2.358, -5.196, 2.648], [-2.847, -6.731, 3.454], [-5.165, -5.667, 0.524], [-5.912, -6.817, 1.651], [1.933, -6.140, -2.125], [2.715, -5.251, -1.141], [1.637, -4.933, -0.049], [0.640, -5.996, -0.153], [1.014, -6.920, -1.163], [2.624, -6.769, -2.690], [1.316, -5.564, -2.820], [3.101, -4.331, -1.572], [3.541, -5.814, -0.702], [1.205, -3.954, -0.284], [2.123, -4.987, 0.930], [0.118, -7.310, -1.660], [1.510, -7.819, -0.745], [2.570, 2.274, -4.870], [4.043, 2.687, -5.025], [4.189, 3.818, -3.979], [3.463, 3.352, -2.888], [2.310, 2.636, -3.407], [2.448, 1.197, -4.979], [1.890, 2.804, -5.525], [4.341, 2.907, -6.050], [4.703, 1.880, -4.686], [3.854, 4.805, -4.351], [5.255, 3.947, -3.748], [1.467, 3.352, -3.312], [2.083, 1.841, -2.694], [-4.160, 2.284, -1.256], [-5.325, 1.390, -1.517], [-5.503, 0.765, -0.132], [-5.252, 1.748, 0.745], [-4.277, 2.598, 0.237], [-4.261, 3.193, -1.864], [-3.196, 1.850, -1.530], [-5.179, 0.698, -2.336], [-6.233, 1.968, -1.672], [-4.951, -0.155, 0.060], [-6.560, 0.516, -0.003], [-3.287, 2.417, 0.673], [-4.523, 3.651, 0.316], [5.684, -3.168, -0.235], [5.588, -2.071, 0.590], [4.297, -1.581, 0.710], [3.772, -0.810, -0.476], [3.399, -1.636, -1.576], [2.654, -0.935, -2.474], [5.216, -2.979, -1.209], [5.102, -4.009, 0.193], [6.714, -3.444, -0.391], [4.246, -0.855, 1.517], [3.632, -2.442, 0.911], [4.560, -0.089, -0.786], [2.905, -0.228, -0.097], [1.586, -1.017, -2.227], [2.764, -1.406, -3.459], [3.027, 0.088, -2.557], [-0.633, -0.392, 5.627], [-0.385, -1.090, 4.410], [-0.549, 0.700, 5.459], [-1.638, -0.558, 6.030], [0.115, -0.654, 6.371], [-0.679, -0.500, 3.648], [2.952, 0.272, 4.466], [2.147, -0.224, 3.384], [3.680, 0.955, 4.029], [2.262, 0.768, 5.146], [3.542, -0.517, 4.950], [1.282, -0.558, 3.741]],
  "gap_ha": 0.359,
  "max_force_ha_per_bohr": 0.06734,
  "homo_energy_ev": -9.3,
  "smiles": "C1CCOC1.C1CCOC1.C1CCOC1.C1CCOC1.C1CCOC1.C1CCOC1.C1CCOC1.C1CCOC1.COCCOC.CO.CO",
  "total_charge": 0,
  "e_above_lowest_kcal_mol": 0.0,
  "e_tot_ev": -65298.769
}

Entry 2:
{
  "formula": "C38H84O64S15",
  "method": "ωB97M-V/def2-TZVPD",
  "symbols": ["C", "C", "O", "H", "H", "H", "H", "H", "H", "C", "C", "O", "H", "H", "H", "H", "H", "H", "C", "C", "O", "H", "H", "H", "H", "H", "H", "C", "C", "O", "H", "H", "H", "H", "H", "H", "C", "C", "O", "S", "O", "O", "O", "H", "H", "H", "H", "C", "C", "O", "S", "O", "O", "O", "H", "H", "H", "H", "C", "C", "O", "S", "O", "O", "O", "H", "H", "H", "H", "C", "C", "O", "S", "O", "O", "O", "H", "H", "H", "H", "C", "C", "O", "S", "O", "O", "O", "H", "H", "H", "H", "C", "C", "O", "S", "O", "O", "O", "H", "H", "H", "H", "C", "C", "O", "S", "O", "O", "O", "H", "H", "H", "H", "C", "C", "O", "S", "O", "O", "O", "H", "H", "H", "H", "C", "C", "O", "S", "O", "O", "O", "H", "H", "H", "H", "C", "C", "O", "S", "O", "O", "O", "H", "H", "H", "H", "C", "C", "O", "S", "O", "O", "O", "H", "H", "H", "H", "C", "C", "O", "S", "O", "O", "O", "H", "H", "H", "H", "C", "C", "O", "S", "O", "O", "O", "H", "H", "H", "H", "C", "C", "O", "S", "O", "O", "O", "H", "H", "H", "H", "C", "C", "O", "S", "O", "O", "O", "H", "H", "H", "H"],
  "coordinates": [[14.273, 7.947, 13.920], [14.524, 7.370, 15.343], [14.884, 8.399, 16.305], [13.954, 7.156, 13.199], [15.198, 8.372, 13.518], [13.571, 8.796, 13.921], [15.349, 6.697, 15.263], [13.655, 6.796, 15.699], [14.138, 8.538, 16.912], [7.773, 9.216, 21.244], [7.367, 10.581, 20.586], [7.701, 11.788, 21.307], [7.448, 8.368, 20.657], [7.347, 8.971, 22.236], [8.849, 9.181, 21.327], [6.300, 10.459, 20.279], [7.856, 10.753, 19.616], [7.087, 11.890, 22.060], [10.368, 10.424, 18.006], [11.153, 9.323, 18.698], [12.443, 9.075, 18.052], [10.832, 11.389, 18.152], [9.423, 10.543, 18.501], [10.329, 10.246, 16.914], [10.631, 8.337, 18.601], [11.209, 9.547, 19.764], [12.805, 9.987, 18.057], [20.171, 7.770, 17.084], [18.970, 7.369, 16.201], [17.957, 6.924, 17.077], [20.218, 7.323, 18.043], [20.133, 8.855, 17.242], [21.196, 7.681, 16.735], [19.240, 6.567, 15.469], [18.706, 8.229, 15.593], [17.067, 6.984, 16.650], [15.752, 11.704, 14.395], [15.793, 13.221, 14.147], [16.643, 13.360, 12.928], [17.061, 11.905, 12.391], [18.345, 11.666, 12.856], [16.916, 11.916, 10.985], [15.985, 11.062, 13.080], [14.756, 11.342, 14.701], [16.359, 11.284, 15.224], [16.199, 13.985, 14.850], [14.827, 13.635, 13.817], [20.064, 17.045, 11.189], [20.488, 15.660, 11.734], [19.677, 15.411, 12.893], [19.073, 16.778, 13.303], [20.005, 17.645, 13.938], [17.805, 16.523, 13.909], [18.831, 17.366, 11.869], [19.890, 17.062, 10.103], [20.777, 17.814, 11.491], [21.570, 15.663, 11.917], [20.090, 14.816, 11.127], [10.593, 12.577, 14.465], [11.006, 13.968, 14.107], [10.959, 14.034, 12.672], [11.615, 12.690, 12.187], [13.041, 12.753, 12.382], [11.089, 12.274, 10.932], [10.985, 11.764, 13.269], [9.536, 12.517, 14.573], [11.083, 12.172, 15.353], [12.103, 14.184, 14.425], [10.337, 14.679, 14.488], [19.564, 12.487, 18.568], [21.114, 12.271, 18.659], [21.727, 13.513, 18.367], [20.721, 14.292, 17.479], [20.574, 13.667, 16.205], [20.920, 15.682, 17.423], [19.380, 13.940, 18.232], [19.035, 12.308, 19.499], [19.106, 11.875, 17.754], [21.309, 11.630, 17.838], [21.547, 12.080, 19.640], [22.157, 12.140, 23.119], [22.082, 10.667, 23.675], [21.363, 9.915, 22.704], [20.192, 10.829, 22.166], [19.213, 10.838, 23.127], [19.932, 10.457, 20.782], [21.059, 12.165, 22.172], [23.157, 12.200, 22.615], [22.070, 12.859, 23.906], [21.573, 10.541, 24.653], [23.098, 10.261, 23.763], [9.849, 14.136, 19.839], [8.488, 14.685, 20.033], [7.866, 14.792, 18.657], [9.010, 14.713, 17.554], [9.009, 15.919, 16.843], [8.997, 13.489, 16.763], [10.255, 14.728, 18.538], [9.868, 13.084, 19.783], [10.679, 14.542, 20.421], [8.493, 15.651, 20.439], [7.795, 14.108, 20.653], [11.379, 18.822, 17.173], [10.239, 19.711, 16.823], [9.515, 19.880, 18.064], [10.032, 18.835, 19.175], [8.984, 17.950, 19.637], [10.821, 19.555, 20.111], [10.965, 18.000, 18.245], [12.310, 19.299, 17.456], [11.546, 18.102, 16.308], [9.622, 19.218, 16.132], [10.595, 20.661, 16.460], [15.425, 18.449, 13.392], [14.376, 19.571, 12.982], [13.203, 19.048, 13.642], [13.144, 17.459, 13.671], [12.843, 16.858, 12.421], [12.453, 17.058, 14.824], [14.732, 17.305, 13.942], [16.098, 18.859, 14.184], [16.074, 18.071, 12.540], [14.151, 19.765, 11.937], [14.615, 20.470, 13.498], [18.013, 17.738, 16.976], [18.233, 18.650, 18.135], [17.212, 19.671, 17.863], [15.964, 18.998, 17.216], [15.551, 19.725, 16.042], [14.949, 18.632, 18.180], [16.606, 17.654, 16.724], [18.411, 16.755, 17.193], [18.590, 18.073, 16.105], [19.166, 19.193, 18.146], [18.116, 18.179, 19.085], [20.748, 11.119, 14.767], [21.233, 11.722, 13.494], [22.606, 11.423, 13.439], [23.195, 11.532, 14.938], [23.351, 12.896, 15.292], [24.248, 10.628, 15.167], [21.829, 11.029, 15.661], [20.412, 10.056, 14.642], [19.977, 11.619, 15.283], [21.032, 12.814, 13.530], [20.673, 11.297, 12.696], [17.218, 8.774, 19.536], [16.213, 8.244, 20.497], [15.855, 9.476, 21.317], [15.946, 10.764, 20.360], [16.956, 11.629, 20.920], [14.674, 11.357, 20.141], [16.597, 10.039, 19.104], [17.341, 8.190, 18.635], [18.177, 9.079, 19.928], [16.599, 7.579, 21.314], [15.239, 7.936, 20.048], [13.579, 18.159, 21.632], [12.460, 17.387, 20.984], [12.768, 15.961, 21.213], [13.333, 15.817, 22.649], [14.246, 14.744, 22.702], [12.378, 15.936, 23.710], [14.149, 17.263, 22.622], [13.150, 19.064, 22.142], [14.388, 18.373, 20.929], [12.315, 17.521, 19.878], [11.443, 17.586, 21.387], [14.560, 15.015, 10.484], [14.426, 14.390, 9.090], [15.734, 14.557, 8.581], [16.485, 15.751, 9.205], [16.477, 16.891, 8.389], [17.725, 15.208, 9.734], [15.458, 16.160, 10.338], [14.968, 14.299, 11.173], [13.623, 15.495, 10.767], [13.772, 14.885, 8.377], [14.265, 13.349, 9.088], [14.727, 14.690, 19.379], [15.954, 14.385, 18.491], [15.590, 13.258, 17.740], [14.011, 13.254, 17.464], [13.561, 11.905, 17.342], [13.681, 14.168, 16.386], [13.620, 13.827, 18.854], [14.495, 15.748, 19.423], [14.838, 14.262, 20.345], [16.858, 14.123, 19.094], [16.171, 15.297, 17.896], [17.568, 14.085, 22.629], [17.562, 15.448, 23.325], [18.637, 16.269, 22.695], [18.573, 15.817, 21.194], [19.876, 16.077, 20.711], [17.445, 16.443, 20.555], [18.302, 14.289, 21.309], [16.550, 13.823, 22.338], [18.198, 13.322, 23.151], [17.817, 15.457, 24.352], [16.620, 15.914, 23.191]],
  "gap_ha": 0.379,
  "max_force_ha_per_bohr": 0.10807,
  "homo_energy_ev": -10.4,
  "total_charge": 0,
  "e_tot_ev": -334321.252
}